Run a
Entry from OMol25: a structure of composition C4H4O4 (ωB97M-V with the def2-TZVPD basis set).

The calculation puts the gap between HOMO and LUMO at 0.327 Eh. Its net charge is 0. The lowest unoccupied orbital energy is 0.0035 Ha. Its multiplicity is 1.

Structure (XYZ):
```
12
C4H4O4 | OMol25 | ωB97M-V with the def2-TZVPD basis set
C -0.406 -0.139 0.995
O -0.786 -0.462 2.197
O -0.564 1.360 0.839
H -0.752 2.231 -1.199
H 0.539 -2.383 -1.292
O 0.449 -1.967 -0.077
C -0.062 1.620 -0.541
H -0.695 -1.275 2.052
C 0.391 0.367 -1.200
H 1.008 2.651 -0.251
O 0.854 0.009 -2.236
C 0.124 -0.637 -0.102
```



Run b
Entry from OMol25: a cluster of 2 separate species, C4H4O4 in total (ωB97M-V with the def2-TZVPD basis set).

The calculation puts the gap between HOMO and LUMO at 0.307 Eh. Its net charge is 0. The lowest unoccupied orbital energy is -0.0033 Ha. As for the SMILES: O=C=CO.O=C=CO. Its multiplicity is 1.

Structure (XYZ):
```
12
C4H4O4 | OMol25 | ωB97M-V with the def2-TZVPD basis set
O 0.744 -2.473 0.678
O -0.021 0.452 1.361
C -1.880 0.097 -0.023
H -2.058 -0.122 1.965
C 0.784 -1.635 -0.161
H 1.081 -1.422 -2.135
H 0.245 0.999 -1.997
H 0.284 0.815 0.443
O -2.396 -0.270 -1.001
C -1.304 -0.065 1.129
C 0.799 -0.904 -1.258
O 0.703 0.481 -1.248
```



Last place for stability: run a



Run a
Entry from OMol25: a cluster of 2 separate species, C5H3I in total (ωB97M-V with the def2-TZVPD basis set).

The calculation puts the gap between HOMO and LUMO (spin up / spin down) at 0.246 / 0.282 Eh. Its net charge is 0. The lowest unoccupied orbital energy (spin up / spin down) is -0.1134 / -0.0827 Ha. Its multiplicity is 1.

Structure (XYZ):
```
9
C5H3I | OMol25 | ωB97M-V with the def2-TZVPD basis set
H -1.754 -2.679 0.923
H -2.036 -1.199 1.966
C 2.209 2.586 -2.092
C -0.577 -0.801 0.588
I 2.634 3.895 -3.593
C -0.050 0.207 0.183
C 1.490 1.703 -1.597
C -1.308 -1.716 1.431
H -0.607 -1.998 2.193
```



Run b
Entry from OMol25: an isolated molecule of C5H3I (ωB97M-V with the def2-TZVPD basis set).

The calculation puts the gap between HOMO and LUMO at 0.339 Eh. Its net charge is 0. The lowest unoccupied orbital energy is 0.0066 Ha. As for the SMILES: CC#CC#CI. Its multiplicity is 1.

Structure (XYZ):
```
9
C5H3I | OMol25 | ωB97M-V with the def2-TZVPD basis set
C -1.350 3.045 -2.384
H 0.477 0.469 0.858
C -0.041 0.047 0.074
C -1.007 1.934 -1.481
H 0.607 -0.617 -0.389
H -0.797 -0.683 0.429
I -2.319 5.647 -4.137
C -0.481 0.959 -0.980
C -1.665 4.014 -3.105
```



Last place for stability: run a



Run a
Entry from OMol25: a structure of composition C5H10OS2 (ωB97M-V with the def2-TZVPD basis set).

The calculation puts the gap between HOMO and LUMO at 0.333 Eh. Its net charge is 0. The lowest unoccupied orbital energy is 0.0154 Ha. Its multiplicity is 1.

Structure (XYZ):
```
18
C5H10OS2 | OMol25 | ωB97M-V with the def2-TZVPD basis set
O -0.838 -1.586 0.878
H -0.546 1.180 1.687
C 0.319 -0.716 0.697
H 3.116 0.976 -1.396
C -1.461 1.170 -0.414
S 1.358 -1.066 -0.820
C -1.781 -1.577 -0.235
C 2.561 0.283 -0.286
H 1.009 -0.644 1.493
H -2.049 2.024 -0.070
C -0.344 0.862 0.536
H 3.701 -0.347 0.386
H -2.265 -2.536 -0.173
H -1.102 -1.910 -1.160
H 0.455 1.589 0.357
H 1.692 1.219 0.495
H -1.036 1.324 -1.419
S -2.788 -0.246 -0.556
```



Run b
Entry from OMol25: an isolated molecule of C5H10OS2 (ωB97M-V with the def2-TZVPD basis set).

The calculation puts the gap between HOMO and LUMO at 0.304 Eh. Its net charge is 0. The lowest unoccupied orbital energy is -0.0110 Ha. As for the SMILES: COCCSC(C)=S. Its multiplicity is 1.

Structure (XYZ):
```
18
C5H10OS2 | OMol25 | ωB97M-V with the def2-TZVPD basis set
O 0.816 -1.856 1.159
H -0.154 0.887 -2.681
H -1.050 -0.813 1.311
C 0.143 0.173 -0.034
S -0.356 4.258 -1.280
H 1.071 -3.796 1.654
H 0.249 2.482 -3.163
C -0.526 1.885 -2.641
H -0.269 -0.610 -0.830
C 0.676 -2.928 2.207
C -0.607 2.647 -1.376
H 0.346 -0.014 2.134
H 1.260 -2.626 3.082
H 1.195 0.353 -0.271
H -1.491 2.048 -3.179
S -0.897 1.714 0.092
C 0.013 -0.664 1.318
H -0.418 -3.138 2.498
```



Last place for stability: run a



Run a
Entry from OMol25: a cluster of 3 separate species, C4H16NO3 in total (ωB97M-V with the def2-TZVPD basis set).

The calculation puts the gap between HOMO and LUMO at 0.418 Eh. Its net charge is +1. The lowest unoccupied orbital energy is -0.1084 Ha. Its multiplicity is 1.

Structure (XYZ):
```
24
C4H16NO3 | OMol25 | ωB97M-V with the def2-TZVPD basis set
H 0.912 -0.235 1.442
H 2.461 -0.688 0.028
O 0.673 -2.461 -2.074
C 0.636 0.169 0.467
O 2.123 1.920 0.577
H 1.156 -3.269 -2.278
H -2.715 2.056 -0.476
H -1.415 0.417 -0.300
H 0.483 1.991 1.732
C -1.308 -1.378 0.919
O -2.505 2.221 0.449
H -0.219 -2.682 -1.747
H 2.440 2.665 0.037
H -2.256 -1.799 0.552
H -1.597 -0.897 1.877
H -3.314 2.050 0.935
C 0.713 1.760 0.690
H 1.374 -1.014 -1.132
H -0.566 -2.156 1.185
H 2.192 0.499 -1.114
N 1.750 -0.225 -0.558
H 0.164 2.206 -0.125
H -0.481 -0.757 -1.048
C -0.701 -0.394 -0.038
```



Run b
Entry from OMol25: a cluster of 3 separate species, C4H16NO3 in total (ωB97M-V with the def2-TZVPD basis set).

The calculation puts the gap between HOMO and LUMO at 0.428 Eh. Its net charge is +1. The lowest unoccupied orbital energy is -0.1003 Ha. Its multiplicity is 1.

Structure (XYZ):
```
24
C4H16NO3 | OMol25 | ωB97M-V with the def2-TZVPD basis set
H -1.366 -2.311 1.200
H -0.353 -0.221 -1.864
O 2.134 1.862 1.654
H 0.667 0.839 0.750
H 2.722 1.847 0.877
H 1.203 -1.476 -0.065
H 2.622 1.256 2.235
H -0.884 0.544 0.468
H 0.536 -1.196 1.557
H -0.471 -3.056 -0.095
O -1.751 -1.502 -0.655
H -2.768 1.210 2.110
C 0.342 -1.138 0.494
H -2.422 -2.143 -0.917
H -3.576 0.675 0.942
H 2.217 0.160 -1.360
C -0.847 -2.093 0.262
C 1.501 0.877 -1.789
C 0.095 0.583 -1.302
O -2.673 0.894 1.201
H 1.650 0.762 -2.861
N 0.048 0.277 0.153
H 1.869 1.866 -1.516
H -0.495 1.482 -1.477
```



Last place for stability: run a



Run a
Entry from OMol25: an isolated molecule of C5H4FNS (ωB97M-V with the def2-TZVPD basis set).

The calculation puts the gap between HOMO and LUMO at 0.335 Eh. Its net charge is 0. The lowest unoccupied orbital energy is 0.0049 Ha. As for the SMILES: C=CS/C=C(/F)C#N. Its multiplicity is 1.

Structure (XYZ):
```
12
C5H4FNS | OMol25 | ωB97M-V with the def2-TZVPD basis set
S -0.194 -0.820 -0.264
C 0.922 0.472 -0.096
H 0.551 1.561 -0.124
H -3.168 -0.794 -1.016
F 3.068 1.411 -0.196
C 2.235 0.330 -0.080
C 2.946 -0.908 0.058
C -2.908 -0.150 -0.186
H -1.518 0.510 1.250
H -3.716 0.361 0.284
C -1.682 -0.023 0.326
N 3.464 -1.951 0.045
```



Run b
Entry from OMol25: an isolated molecule of C5H4FNS (ωB97M-V with the def2-TZVPD basis set).

The calculation puts the gap between HOMO and LUMO at 0.329 Eh. Its net charge is 0. The lowest unoccupied orbital energy is 0.0061 Ha. As for the SMILES: C#C[C@@]1(F)CNC1=S. Its multiplicity is 1.

Structure (XYZ):
```
12
C5H4FNS | OMol25 | ωB97M-V with the def2-TZVPD basis set
S -2.624 -1.579 0.173
C -1.570 -0.322 0.034
H 0.609 1.844 -0.476
F 0.445 -0.441 1.730
C 0.019 -0.244 0.360
H -2.006 1.467 -1.162
H 3.532 -2.136 -0.538
C 2.360 -1.619 -0.490
H -0.312 1.922 1.031
C -0.165 1.228 0.105
C 1.107 -1.073 -0.379
N -1.395 0.954 -0.386
```



Last place for stability: run b



Run a
Entry from OMol25: a structure of composition C5H5NO2S (ωB97M-V with the def2-TZVPD basis set).

The calculation puts the gap between HOMO and LUMO at 0.324 Eh. Its net charge is 0. The lowest unoccupied orbital energy is 0.0292 Ha. Its multiplicity is 1.

Structure (XYZ):
```
14
C5H5NO2S | OMol25 | ωB97M-V with the def2-TZVPD basis set
O 1.392 -0.299 -1.547
O -1.707 -0.024 1.295
C 2.684 1.480 -0.453
N 0.296 0.743 0.609
H 3.538 1.307 -1.106
S -0.885 -1.354 -0.784
H -3.006 -2.546 -0.402
H 2.968 1.395 0.591
H 2.289 2.484 -0.600
C -0.655 -0.044 0.463
C -2.403 -1.753 -0.020
C 1.630 0.524 -0.750
H -3.493 -0.952 1.685
C -2.648 -0.961 1.021
```



Run b
Entry from OMol25: a structure of composition C5H5NO2S (ωB97M-V with the def2-TZVPD basis set).

The calculation puts the gap between HOMO and LUMO (spin up / spin down) at 0.312 / 0.249 Eh. Its net charge is 0. The lowest unoccupied orbital energy (spin up / spin down) is -0.0228 / -0.0293 Ha. Its multiplicity is 1.

Structure (XYZ):
```
14
C5H5NO2S | OMol25 | ωB97M-V with the def2-TZVPD basis set
O -0.792 1.690 0.006
H 3.685 -1.740 0.661
H -0.472 -1.803 0.091
N 1.753 -0.941 0.416
S 3.704 0.635 0.006
C -0.250 0.489 0.251
C 2.089 1.239 -0.130
C 1.100 0.244 0.144
H 1.903 2.233 -0.657
H -2.214 -1.198 0.204
O -2.249 1.634 0.204
C 3.015 -0.936 0.378
H -2.512 0.696 -0.088
C -1.246 -1.102 -0.198
```



Run c
Entry from OMol25: a cluster of 2 separate species, C5H5NO2S in total (ωB97M-V with the def2-TZVPD basis set).

The calculation puts the gap between HOMO and LUMO at 0.331 Eh. Its net charge is 0. The lowest unoccupied orbital energy is 0.0000 Ha. As for the SMILES: C=CC=C=O.ON=C=S. Its multiplicity is 1.

Structure (XYZ):
```
14
C5H5NO2S | OMol25 | ωB97M-V with the def2-TZVPD basis set
N -2.197 -2.391 2.003
C -0.220 1.240 -0.522
H 1.609 -1.665 -0.637
H 0.668 0.062 -2.004
C 0.397 0.209 -0.973
H -0.724 1.246 0.488
C -2.273 -2.456 0.788
O -2.213 -1.402 2.936
C 0.884 -0.947 -0.131
H -0.727 1.868 -1.375
S -2.456 -3.030 -0.607
C 0.687 -1.022 1.157
O 0.529 -1.089 2.329
H -1.323 -1.174 3.351
```



Run d
Entry from OMol25: an isolated molecule of C5H5NO2S (ωB97M-V with the def2-TZVPD basis set).

The calculation puts the gap between HOMO and LUMO at 0.368 Eh. Its net charge is 0. The lowest unoccupied orbital energy is 0.0170 Ha. As for the SMILES: O=C=CSN1CCC1=O. Its multiplicity is 1.

Structure (XYZ):
```
14
C5H5NO2S | OMol25 | ωB97M-V with the def2-TZVPD basis set
C 2.941 -0.901 -0.632
N 0.577 -0.741 0.459
S 2.078 -1.202 0.938
C 3.509 0.231 -0.546
H -0.125 1.387 0.018
H -1.908 0.203 -0.880
H 2.843 -1.614 -1.356
O 4.032 1.256 -0.418
O -0.360 -2.329 -1.023
H -0.166 0.805 1.656
C -0.420 -1.401 -0.245
H -2.085 -0.696 0.660
C -1.439 -0.276 -0.012
C -0.248 0.526 0.643
```



Last place for stability: run b



Run a
Entry from OMol25: a cluster of 5 separate species, H9O4S in total (ωB97M-V with the def2-TZVPD basis set).

The calculation puts the gap between HOMO and LUMO at 0.269 Eh. Its net charge is -1. The lowest unoccupied orbital energy is 0.1286 Ha. Its multiplicity is 1.

Structure (XYZ):
```
14
H9O4S | OMol25 | ωB97M-V with the def2-TZVPD basis set
H -1.087 2.236 0.906
O 1.823 -1.874 4.089
O -0.988 0.928 -3.140
S 0.621 0.362 -0.194
H 1.226 -1.788 3.426
H 2.580 -1.206 4.007
H -1.100 0.669 -2.232
H -0.093 1.248 -3.032
H 0.121 -2.909 -0.419
H -1.545 2.985 -0.433
O -0.524 -2.751 -1.074
H -0.197 -1.987 -1.587
H 1.027 1.047 -1.227
O -1.669 2.937 0.587
```



Run b
Entry from OMol25: a cluster of 5 separate species, H9O4S in total (ωB97M-V with the def2-TZVPD basis set).

The calculation puts the gap between HOMO and LUMO at 0.297 Eh. Its net charge is -1. The lowest unoccupied orbital energy is 0.1385 Ha. Its multiplicity is 1.

Structure (XYZ):
```
14
H9O4S | OMol25 | ωB97M-V with the def2-TZVPD basis set
O -1.507 2.628 0.339
H 0.940 -1.892 0.653
H -1.321 -0.301 0.918
H -2.432 -0.459 -0.097
H -0.615 -0.994 -1.333
O 4.147 0.061 0.714
O -1.406 -1.143 -1.911
O -2.269 -0.093 0.785
H 3.886 0.935 1.026
H -0.595 2.352 0.185
H -1.945 1.774 0.522
H 3.278 -0.329 0.486
S 0.972 -0.644 0.155
H -1.134 -1.896 -2.443
```



Last place for stability: run a



Run a
Entry from OMol25: an isolated molecule of C6H13NO3 (ωB97M-V with the def2-TZVPD basis set).

The calculation puts the gap between HOMO and LUMO at 0.352 Eh. Its net charge is 0. The lowest unoccupied orbital energy is 0.0231 Ha. As for the SMILES: C[C@@H](CNCCO)C(=O)O. Its multiplicity is 1.

Structure (XYZ):
```
23
C6H13NO3 | OMol25 | ωB97M-V with the def2-TZVPD basis set
H 2.931 0.161 0.566
O -0.545 -2.041 -1.260
H -3.053 1.057 -0.842
C -0.410 -0.845 -1.983
H -0.793 0.992 0.658
H -1.091 1.124 -2.246
C -0.213 0.956 -0.286
O 0.197 -0.898 -3.027
C 1.611 0.162 2.268
C -1.082 0.397 -1.424
H -1.166 -1.948 -0.527
H 0.941 0.899 2.734
C 1.946 0.572 0.836
H 0.054 1.988 -0.553
C -2.513 0.109 -0.964
H -2.538 -0.410 0.006
H 2.540 0.143 2.863
N 0.993 0.153 -0.177
H -3.048 -0.511 -1.695
H 0.770 -0.887 -0.054
H 2.043 1.669 0.806
H 1.492 -1.765 1.959
O 0.935 -1.080 2.339
```



Run b
Entry from OMol25: a cluster of 2 separate species, C6H13NO3 in total (ωB97M-V with the def2-TZVPD basis set).

The calculation puts the gap between HOMO and LUMO at 0.350 Eh. Its net charge is 0. The lowest unoccupied orbital energy is 0.0167 Ha. As for the SMILES: COC[C@@]1(C)CC(=O)N1.O. Its multiplicity is 1.

Structure (XYZ):
```
23
C6H13NO3 | OMol25 | ωB97M-V with the def2-TZVPD basis set
C -1.901 -2.778 -5.670
H -2.029 -1.959 -1.357
C -2.509 -1.229 -3.806
H -2.817 -3.363 -5.515
H 0.584 -1.798 -5.169
C -4.630 -1.202 -2.791
H -2.091 -0.530 -3.059
H -2.892 -0.561 -4.599
N -0.948 -3.241 -3.455
H -5.078 -0.707 -3.668
C 0.282 -2.290 -3.033
O -3.506 -1.972 -3.149
H -1.509 -3.444 -1.625
H -1.100 -3.398 -6.096
C -0.042 -1.516 -4.314
H -1.498 -4.052 -3.188
H -5.373 -1.877 -2.352
H -4.350 -0.415 -2.071
H -0.042 -0.428 -4.173
C -1.449 -2.180 -4.348
O 1.353 -2.749 -2.681
O -1.242 -2.438 -1.039
H -2.110 -1.982 -6.399
```



Last place for stability: run b